C41H66B2F4GeN6O6Ti | wB97M-V/def2-TZVPD

Computed properties:
Total energy = -156671.465 eV
Frontier orbital gap (spin up / spin down) = 3.1849 / 5.9039 eV
F_max = 1.86 eV Å⁻¹
Total charge = -2
Multiplicity = 3

CARTESIAN COORDINATES (ANGSTROEM)
Ti 0.2379 -0.1528 -0.0978
C -4.0875 -0.1814 0.6949
N -3.1825 0.1850 -0.3648
C -3.7828 -0.0221 -1.6630
C -2.6619 1.5277 -0.1667
C -1.7416 2.0058 -1.2844
N -0.8099 0.9635 -1.6944
C -0.3550 1.0316 -2.9817
C 0.0044 -0.1515 -3.6707
F -0.1611 -1.3347 -3.0557
C 0.4992 -0.1533 -4.9478
F 0.8034 -1.3392 -5.5166
C 0.6723 1.0123 -5.6776
C 0.3165 2.1725 -5.0369
F 0.4891 3.3615 -5.6580
C -0.1827 2.1933 -3.7486
F -0.3772 3.4157 -3.1931
H -4.3758 -1.2312 0.5943
H -5.0058 0.4405 0.6970
H -3.5912 -0.0672 1.6594
H -4.6301 0.6661 -1.8514
H -3.0411 0.1065 -2.4498
H -4.1582 -1.0460 -1.7222
H -3.4878 2.2610 -0.0744
H -2.1163 1.5268 0.7805
H -2.3649 2.3043 -2.1332
H -1.2536 2.9209 -0.9315
H 1.1028 1.0122 -6.6692
C 4.8337 -1.0824 2.6370
C 3.7589 -2.1568 2.7643
C 3.0561 -2.0235 4.1195
C 4.3973 -3.5380 2.6559
N 2.8501 -2.0610 1.6153
N 2.1593 -0.8338 1.4428
H 5.6141 -1.2351 3.3889
H 4.4166 -0.0838 2.7880
H 5.2864 -1.1197 1.6413
H 3.7670 -2.1508 4.9431
H 2.2777 -2.7841 4.2233
H 2.5983 -1.0382 4.2360
H 5.1446 -3.6846 3.4427
H 4.8755 -3.6531 1.6791
H 3.6376 -4.3234 2.7578
H 2.1507 -2.7935 1.6062
H 2.7821 -0.1303 1.0715
H 1.7399 -0.4813 2.3010
C 2.1110 4.4587 2.3103
Ge 1.0984 2.7694 2.3756
C -0.6940 3.3743 2.8836
C 1.9512 1.9188 3.9259
C 1.1735 1.8021 0.7311
H 2.0841 4.9441 3.2944
H 1.6855 5.1452 1.5698
H 3.1570 4.2766 2.0391
H -0.7140 3.6567 3.9428
H -1.4427 2.5943 2.7136
H -0.9513 4.2533 2.2834
H 1.7725 2.5340 4.8157
H 3.0329 1.8656 3.7598
H 1.5611 0.9166 4.1149
H 2.2440 1.7913 0.4778
H 0.7236 2.5005 0.0052
C -3.3735 -2.1503 3.8494
C -1.9247 -1.8236 3.5490
C -1.0534 -3.0323 3.8587
O -1.7851 -1.5662 2.1501
B -0.8369 -0.5133 1.9055
O -0.5678 0.0479 3.1833
C -1.4118 -0.5065 4.1975
C -0.5968 -0.7017 5.4636
C -2.5095 0.5133 4.4666
H -3.6403 -3.0856 3.3515
H -4.0389 -1.3690 3.4808
H -3.5348 -2.2746 4.9262
H -1.3835 -3.8667 3.2363
H -1.1168 -3.3272 4.9107
H -0.0132 -2.8271 3.6053
H 0.2795 -1.3265 5.2907
H -1.2073 -1.1671 6.2457
H -0.2514 0.2695 5.8278
H -3.1007 0.7085 3.5704
H -2.0420 1.4538 4.7676
H -3.1813 0.1813 5.2640
O 5.0636 4.8816 -3.5406
C 3.7199 4.5700 -3.9011
N 3.2258 3.3459 -3.3469
C 4.0127 2.2011 -3.5435
O 5.0042 2.3172 -4.2980
C 3.6304 0.9800 -2.9117
C 4.3751 -0.2458 -3.1104
C 3.9356 -1.3872 -2.4683
C 2.8162 -1.3731 -1.6493
N 2.1070 -0.1955 -1.4374
C 2.5218 0.8907 -2.0521
H 5.5437 4.0780 -3.7823
H 3.6311 4.5180 -4.9846
H 3.0919 5.3767 -3.5319
H 2.8094 3.4363 -2.4331
H 5.2366 -0.2392 -3.7636
H 4.4596 -2.3287 -2.6011
H 2.4632 -2.2551 -1.1405
H 1.9106 1.7640 -1.8540
C -0.8855 -7.9753 3.1415
C -0.7250 -8.1286 1.6225
C -1.7117 -9.1919 1.1402
C 0.6961 -8.6264 1.3213
C -0.9588 -6.7738 0.9463
C -2.0403 -6.5373 0.1013
C -2.2547 -5.2865 -0.5029
C -1.3663 -4.2859 -0.2308
O -1.3468 -3.0098 -0.6769
B -0.2232 -2.3216 -0.0699
O 0.4446 -3.3692 0.7145
C -0.2825 -4.5086 0.6095
C -0.0583 -5.7226 1.1972
H -0.6897 -8.9274 3.6485
H -1.8999 -7.6516 3.3895
H -0.1934 -7.2282 3.5381
H -1.4742 -10.1487 1.6147
H -1.6586 -9.3271 0.0562
H -2.7423 -8.9354 1.4008
H 0.8448 -9.6255 1.7460
H 1.4555 -7.9648 1.7452
H 0.8674 -8.6782 0.2423
H -2.7468 -7.3296 -0.1080
H -3.1018 -5.1171 -1.1574
H 0.7956 -5.8474 1.8564

C5H13CuO2 | wB97M-V/def2-TZVPD

Computed properties:
Energy relative to the best compared isomer or geometry (same formula, charge and spin) = 95.4 kcal per mole
Total energy = -54123.790 eV
Frontier orbital gap = 6.4864 eV
F_max = 1.65 eV Å⁻¹
Total charge = 0

CARTESIAN COORDINATES (ANGSTROEM)
C -4.4996 2.7033 1.6880
O -3.3143 2.3140 2.3085
C -3.1021 0.5434 2.8551
H -4.2901 3.5232 0.9788
H -4.9772 1.8801 1.1236
H -5.2041 3.0600 2.4633
H -3.8480 0.7629 3.6428
H -3.6452 -0.2482 2.3166
C 0.3407 2.8881 4.2167
O -0.5245 1.9817 3.5646
C -1.1166 1.0317 4.4399
C -1.9129 0.0117 3.6494
H 0.6986 3.6071 3.4698
H -0.1898 3.4336 5.0128
H 1.1902 2.3441 4.6579
H -1.7672 1.5548 5.1626
H -0.3115 0.5252 4.9972
H -2.2769 -0.7430 4.3600
H -1.2287 -0.4830 2.9432
Cu -1.3506 2.6501 1.7322
H -2.0778 0.6791 1.3926